No. 1
The following is a DFT calculation (ωB97M-V/def2-TZVPD) of C28H22F3N2O6PS2V as an isolated structure.

XYZ file:
```
65
C28H22F3N2O6PS2V | the Open Molecules 2025 dataset | ωB97M-V/def2-TZVPD
V -0.3228 -1.5667 -0.5156
N 1.8525 -1.2901 -0.1044
C 2.1290 -1.1946 1.3138
C 3.3655 -0.9393 1.8430
C 3.5380 -0.8766 3.2348
C 2.4745 -1.0863 4.0739
C 1.1961 -1.3524 3.5472
C 0.0428 -1.5952 4.3452
C -1.1548 -1.8440 3.7557
C -1.2367 -1.8412 2.3398
N -0.1939 -1.6094 1.5656
C 1.0278 -1.3885 2.1558
H 2.2084 -0.4590 -0.5732
H 2.3488 -2.0894 -0.4992
H 4.2121 -0.7906 1.1836
H 4.5202 -0.6769 3.6398
H 2.6041 -1.0587 5.1482
H 0.1322 -1.5859 5.4242
H -2.0483 -2.0409 4.3322
H -3.1246 -2.2002 2.2736
O -4.4648 -1.4894 -0.2984
S -3.5088 -0.7855 -1.1452
O -2.3695 -2.0511 1.6902
O -2.0756 -1.4255 -0.9817
C -3.2104 0.7858 -0.2577
C -4.3662 1.3237 0.2915
C -4.3518 2.5791 0.8790
C -3.1767 3.3128 0.9043
C -2.0164 2.7767 0.3689
C -2.0094 1.5077 -0.2142
P -0.4375 0.8593 -0.8725
C -0.3489 1.3409 -2.6088
C -0.5860 2.6616 -2.9939
C -0.5134 3.0121 -4.3302
C -0.2092 2.0484 -5.2862
C 0.0208 0.7355 -4.9083
C -0.0493 0.3771 -3.5684
C 0.8760 1.7534 0.0040
C 0.8361 1.8167 1.3998
C 1.8990 2.3521 2.1065
C 3.0244 2.8084 1.4296
C 3.0776 2.7360 0.0466
C 2.0056 2.2130 -0.6687
H -5.2765 0.7392 0.2590
H -5.2591 2.9831 1.3077
H -3.1561 4.3009 1.3440
H -1.1016 3.3530 0.4167
H -0.8332 3.4106 -2.2509
H -0.6989 4.0345 -4.6309
H -0.1579 2.3255 -6.3307
H 0.2491 -0.0145 -5.6534
H 0.1227 -0.6544 -3.2834
H -0.0377 1.4603 1.9344
H 1.8525 2.4100 3.1862
H 3.8560 3.2257 1.9819
H 3.9483 3.0980 -0.4841
H 2.0500 2.1743 -1.7506
F -1.0901 -4.9649 -2.9890
C 0.1413 -5.2039 -2.5662
F 0.2200 -6.4338 -2.0864
F 0.9973 -5.0533 -3.5680
S 0.5947 -4.0006 -1.2482
O 1.9212 -4.3345 -0.8417
O 0.5061 -2.6871 -1.9699
O -0.4643 -3.9307 -0.2468
```

The total charge is +1. The calculation puts the LUMO energy (alpha / beta) at -3.5 / -3.5 eV. The expectation value of S² is 2.01. Its spin multiplicity is 3.

***

No. 2
The following is a DFT calculation (ωB97M-V/def2-TZVPD) of C28H22N8O3Os as an isolated structure.

XYZ file:
```
62
C28H22N8O3Os | the Open Molecules 2025 dataset | ωB97M-V/def2-TZVPD
Os -0.0608 -0.8117 -0.1392
C -0.1644 1.8739 3.0525
C -0.1637 0.5419 2.3546
N -0.5750 0.5996 0.9524
N -1.5256 1.4504 0.6228
C -1.9512 1.1650 -0.6419
O -1.4813 0.1486 -1.2702
C -2.9537 2.0213 -1.2554
C -3.3955 3.1741 -0.6020
C -4.3511 3.9745 -1.2008
C -4.8670 3.6283 -2.4435
C -4.4307 2.4801 -3.0944
C -3.4755 1.6743 -2.5039
C 1.1638 -0.2254 2.3861
C 2.0303 -0.1405 3.4531
C 3.2317 -0.8416 3.4067
C 3.5296 -1.5956 2.2866
C 2.6112 -1.6475 1.2527
N 1.4544 -0.9882 1.3008
H -1.1360 2.3419 2.9245
H 0.6021 2.5209 2.6296
H 0.0243 1.7348 4.1155
H -2.9886 3.4346 0.3644
H -4.6966 4.8687 -0.7008
H -5.6163 4.2559 -2.9073
H -4.8414 2.2155 -4.0591
H -3.1331 0.7738 -2.9946
H 1.7808 0.4673 4.3106
H 3.9237 -0.7906 4.2362
H 4.4540 -2.1497 2.2100
H 2.7851 -2.2379 0.3628
N 2.3633 0.0408 -3.3915
C 2.8113 1.1133 -2.6517
C 2.1640 1.0503 -1.4590
N 1.3313 -0.0450 -1.4710
C 1.4749 -0.6337 -2.6472
C 0.7074 -1.8446 -2.8450
N 0.0088 -2.2949 -1.8052
C -0.6664 -3.4017 -2.2579
C -0.3528 -3.6169 -3.5640
N 0.5224 -2.6221 -3.9212
H 2.6813 -0.1972 -4.3174
H 3.5364 1.8091 -3.0339
H 2.2304 1.7112 -0.6129
H -1.3165 -3.9766 -1.6299
H -0.6681 -4.3805 -4.2523
H 0.9305 -2.5053 -4.8345
O -1.1936 -0.2623 3.0111
C -1.5182 -1.4279 2.5092
N -1.1609 -1.8999 1.3361
C -1.5921 -3.2972 1.3202
O -1.2756 -4.0565 0.4600
C -2.3610 -3.5331 2.5680
C -3.0052 -4.6545 3.0358
C -3.6321 -4.5480 4.2793
C -3.5920 -3.3682 5.0137
C -2.9207 -2.2404 4.5398
C -2.3191 -2.3582 3.3062
H -3.0278 -5.5740 2.4671
H -4.1589 -5.4021 4.6825
H -4.0886 -3.3256 5.9733
H -2.8828 -1.3248 5.1135
```

The total charge is +2. The calculation puts the LUMO energy (alpha / beta) at -6.7 / -6.7 eV.

***

Listing energy above the lowest of the compared OMol25 structures with the same formula, charge and spin for the structures above in their given order: 75.9 0.0 kJ/mol.